Record 1
# C3H6N5O2S

An isolated ion of composition C3H6N5O2S and charge -1 at a distorted geometry (ωB97M-V with the def2-TZVPD basis set, the Open Molecules 2025 dataset).

Frontier orbital gap (alpha / beta) = 5.3118 / 6.1184 eV
Expectation value of S² = 2.009
Highest occupied orbital energy (alpha / beta) = -1.6014 / -4.3428 eV

The geometry in ORCA input format:
```
! RIJCOSX wB97M-V def2-TZVPD def2/J DEFGRID3
* xyz -1 3
C -0.161 0.238 0.094
C -0.505 -1.270 -0.013
C -1.731 0.595 -0.063
N -1.746 -1.576 0.157
N -2.556 -0.414 0.155
N 0.505 -2.176 -0.166
N -2.133 1.891 0.098
N 1.033 0.705 -0.587
O 3.380 1.480 -0.255
O 3.060 -0.737 0.557
S 2.529 0.664 0.546
H 0.103 0.458 1.098
H 1.446 -1.875 0.078
H 0.251 -3.070 0.191
H -1.707 2.693 -0.481
H -3.143 2.041 0.125
H 1.373 0.354 -1.535
*
```

Record 2
# C3H6N9O

An isolated ion of composition C3H6N9O and charge +1 at a distorted geometry (ωB97M-V with the def2-TZVPD basis set, the Open Molecules 2025 dataset).

Frontier orbital gap = 9.8920 eV
Relative energy (zero: lowest compared OMol25 entry of this formula, charge and spin) = 0.856 eV
Highest occupied orbital energy = -14.2819 eV

The geometry in ORCA input format:
```
! RIJCOSX wB97M-V def2-TZVPD def2/J DEFGRID3
* xyz 1 1
C -2.982 -1.794 1.337
C -2.317 -1.275 0.219
C 1.802 0.557 -0.227
N -3.488 -2.370 2.210
N -2.473 -1.792 -1.023
N -1.507 -0.200 0.182
N -1.716 -1.095 -1.837
N 1.534 1.024 0.912
N -1.180 -0.144 -1.110
N 2.992 -0.066 -0.292
N 1.098 0.477 -1.427
N 0.273 1.383 1.384
O -0.182 0.849 -1.615
H 3.703 0.153 0.278
H 3.143 -0.267 -1.245
H 1.534 0.100 -2.269
H -0.528 0.529 1.204
H 0.451 1.758 2.388
H -0.156 2.175 0.933
*
```

Record 3
# C3H6NO

A 2-piece molecular cluster, C3H6NO overall at a distorted geometry (ωB97M-V with the def2-TZVPD basis set, the Open Molecules 2025 dataset).

Frontier orbital gap (alpha / beta) = 6.0654 / 6.7970 eV
Relative energy (zero: lowest compared OMol25 entry of this formula, charge and spin) = 3.027 eV
Highest occupied orbital energy (alpha / beta) = -1.4109 / -2.0993 eV

The geometry in ORCA input format:
```
! RIJCOSX wB97M-V def2-TZVPD def2/J DEFGRID3
* xyz -1 1
C -1.103 -0.083 -0.971
C -0.831 -0.612 0.390
C -0.317 0.711 0.011
N 2.284 0.553 0.060
O 2.613 -0.693 0.068
H -0.513 -0.663 -1.701
H -2.060 0.269 -1.173
H -1.761 -0.748 1.140
H -0.136 -1.323 0.594
H -0.740 1.651 0.563
H 2.565 0.938 1.019
*
```

Record 4
# C3H6NO2

An isolated ion of composition C3H6NO2 and charge -1 at a distorted geometry (ωB97M-V with the def2-TZVPD basis set, the Open Molecules 2025 dataset).

Frontier orbital gap = 7.1255 eV
Relative energy (zero: lowest compared OMol25 entry of this formula, charge and spin) = 1.730 eV
Highest occupied orbital energy = -3.0525 eV

The geometry in ORCA input format:
```
! RIJCOSX wB97M-V def2-TZVPD def2/J DEFGRID3
* xyz -1 1
O 0.384 1.662 -0.563
C 0.493 0.443 -0.365
N -0.556 -0.298 0.043
C -1.879 0.122 0.972
O -2.620 -0.929 0.975
C 1.853 -0.164 -0.796
H -0.382 -1.292 0.029
H -2.246 1.056 0.495
H -1.418 0.293 1.999
H 1.912 -0.151 -1.892
H 2.631 0.480 -0.367
H 1.829 -1.221 -0.531
*
```

Record 5
# C3H6NO2

An isolated ion of composition C3H6NO2 and charge -1 at a distorted geometry (ωB97M-V with the def2-TZVPD basis set, the Open Molecules 2025 dataset).

Frontier orbital gap = 6.7010 eV
Relative energy (zero: lowest compared OMol25 entry of this formula, charge and spin) = 2.411 eV
Highest occupied orbital energy = -2.7747 eV

The geometry in ORCA input format:
```
! RIJCOSX wB97M-V def2-TZVPD def2/J DEFGRID3
* xyz -1 1
C 1.583 -0.904 0.430
N 0.290 -0.835 0.049
C -0.209 0.377 -0.696
C -1.527 0.979 -0.076
O -2.145 2.038 -0.665
O 2.186 -1.809 0.960
H 2.179 -0.044 -0.159
H -0.415 -1.209 0.725
H 0.534 1.142 -0.500
H -0.290 0.136 -1.755
H -2.271 0.060 0.002
H -1.181 1.217 1.036
*
```

Record 6
# C3H6NO2

An isolated ion of composition C3H6NO2 and charge -1 at a distorted geometry (ωB97M-V with the def2-TZVPD basis set, the Open Molecules 2025 dataset).

Frontier orbital gap = 7.2815 eV
Relative energy (zero: lowest compared OMol25 entry of this formula, charge and spin) = 2.323 eV
Highest occupied orbital energy = -3.0001 eV

The geometry in ORCA input format:
```
! RIJCOSX wB97M-V def2-TZVPD def2/J DEFGRID3
* xyz -1 1
O -2.350 -0.098 -0.480
C -1.098 0.036 -0.248
N -0.304 -0.816 0.435
C 1.216 -1.038 0.404
O 2.128 -0.093 0.408
C -0.370 1.394 -0.492
H -0.829 -1.521 0.932
H 1.195 -1.537 -0.578
H 1.308 -1.701 1.393
H -1.310 2.077 -0.633
H 0.236 1.860 0.361
H 0.180 1.437 -1.504
*
```

Record 7
# C3H6NO2

An isolated ion of composition C3H6NO2 and charge -1 at a distorted geometry (ωB97M-V with the def2-TZVPD basis set, the Open Molecules 2025 dataset).

Frontier orbital gap = 7.2226 eV
Relative energy (zero: lowest compared OMol25 entry of this formula, charge and spin) = 2.656 eV
Highest occupied orbital energy = -3.0515 eV

The geometry in ORCA input format:
```
! RIJCOSX wB97M-V def2-TZVPD def2/J DEFGRID3
* xyz -1 1
C -0.048 -1.116 1.550
N 0.100 -0.862 0.264
C 0.654 0.428 -0.183
C -0.475 0.970 -1.081
O -0.427 0.290 -2.223
O 0.712 -0.653 2.420
H -0.743 -2.046 1.700
H -0.536 -1.056 -0.502
H 1.344 0.142 -1.055
H 1.123 0.748 0.718
H -0.285 2.085 -1.195
H -1.420 1.070 -0.413
*
```

Record 8
# C3H6NO2

An isolated ion of composition C3H6NO2 and charge -1 at a distorted geometry (ωB97M-V with the def2-TZVPD basis set, the Open Molecules 2025 dataset).

Frontier orbital gap = 7.1504 eV
Relative energy (zero: lowest compared OMol25 entry of this formula, charge and spin) = 2.800 eV
Highest occupied orbital energy = -2.8666 eV

The geometry in ORCA input format:
```
! RIJCOSX wB97M-V def2-TZVPD def2/J DEFGRID3
* xyz -1 1
O 1.386 -1.757 -1.425
C 0.933 -0.901 -0.684
C -0.475 -0.500 -0.542
N -0.586 0.959 -0.436
C -0.636 1.432 1.027
O -0.456 0.441 1.892
H 1.626 -0.314 -0.063
H -1.151 -1.116 -1.117
H -0.687 -0.777 0.532
H -1.389 1.231 -0.993
H 0.155 2.216 1.087
H -1.600 1.982 1.174
*
```

Record 9
# C3H6NO2

An isolated ion of composition C3H6NO2 and charge -1 at a distorted geometry (ωB97M-V with the def2-TZVPD basis set, the Open Molecules 2025 dataset).

Frontier orbital gap = 6.5487 eV
Relative energy (zero: lowest compared OMol25 entry of this formula, charge and spin) = 2.630 eV
Highest occupied orbital energy = -2.5423 eV

The geometry in ORCA input format:
```
! RIJCOSX wB97M-V def2-TZVPD def2/J DEFGRID3
* xyz -1 1
C -1.437 0.268 1.055
N -0.591 0.679 0.095
C 0.826 0.506 0.093
C 1.213 -0.862 -0.820
O 2.445 -1.004 -1.141
O -2.645 0.454 0.819
H -1.028 -0.179 1.939
H -0.996 1.461 -0.462
H 1.212 0.166 1.103
H 1.502 1.204 -0.319
H 0.569 -0.694 -1.714
H 0.702 -1.747 -0.238
*
```

Record 10
# C3H6NO2

A 2-piece molecular cluster, C3H6NO2 overall at a distorted geometry (ωB97M-V with the def2-TZVPD basis set, the Open Molecules 2025 dataset).

Frontier orbital gap (alpha / beta) = 3.6892 / 6.1742 eV
Relative energy (zero: lowest compared OMol25 entry of this formula, charge and spin) = 1.324 eV
Expectation value of S² = 0.754
Highest occupied orbital energy (alpha / beta) = 3.4861 / 0.9628 eV

The geometry in ORCA input format:
```
! RIJCOSX wB97M-V def2-TZVPD def2/J DEFGRID3
* xyz -2 2
C 1.749 -0.808 0.173
C 0.859 0.542 -1.428
N 1.905 -0.161 -1.118
H 1.623 -0.153 1.009
H 0.957 -1.590 0.128
H 2.626 -1.450 0.288
H 0.902 1.596 -1.640
H -0.167 0.048 -1.191
O -3.268 0.134 2.031
C -2.682 0.527 0.939
O -2.436 -0.122 -0.143
H -2.068 1.438 0.952
*
```